(1)
{
  "formula": "C13H14N2O2S",
  "method": "wB97M-V/def2-TZVPD",
  "charge": 0,
  "de_lowest_kj_mol": 1099.5,
  "e_lumo_ev": 0.41,
  "homo_ha": -0.2906,
  "elements": ["S", "O", "O", "N", "N", "C", "C", "C", "C", "C", "C", "C", "C", "C", "C", "C", "C", "C", "H", "H", "H", "H", "H", "H", "H", "H", "H", "H", "H", "H", "H", "H"],
  "positions_angstrom": [[0.923, 3.212, 0.300], [-2.424, -0.670, 1.234], [-2.278, 0.745, -0.493], [1.462, 0.689, -0.141], [3.041, 1.937, 0.321], [-4.924, -1.530, 0.326], [3.757, -2.206, 0.003], [-4.201, -0.224, -0.212], [2.404, -0.325, 0.043], [2.598, -1.796, -0.195], [-1.046, 1.167, 0.163], [4.923, -1.400, 0.067], [-0.735, 2.493, -0.290], [-2.802, 0.053, 0.314], [1.806, 2.025, 0.221], [-0.023, 0.246, -0.258], [3.576, 0.357, 0.170], [4.839, 0.063, 0.438], [3.902, -3.184, -0.101], [-0.168, 0.061, -1.550], [-5.995, -1.485, -0.146], [5.752, 0.613, 0.636], [-0.979, 1.097, 1.208], [-0.325, -0.660, 0.275], [-4.911, 0.790, 0.122], [-1.478, 3.369, -0.316], [-4.390, -0.176, -1.184], [-0.537, 2.592, -1.660], [-4.451, -2.397, -0.291], [1.704, -2.135, -0.438], [5.899, -1.683, 0.037], [-4.917, -1.640, 1.397]],
  "forces_ev_per_angstrom": [[-8.75, 9.21, 0.84], [1.00, 1.90, -0.10], [6.49, 6.62, -2.84], [-7.49, -2.88, 0.49], [6.48, -0.48, 1.14], [-0.37, 0.29, -3.75], [8.09, 0.17, -0.11], [-3.75, 1.54, 6.40], [1.91, -0.37, -1.75], [-6.40, 9.27, 1.05], [1.36, 1.68, -1.78], [-1.82, 4.33, 2.73], [1.43, 5.36, -5.76], [-8.70, -9.72, 3.89], [6.79, -13.59, -2.21], [3.00, -2.27, -5.15], [-3.53, 8.13, 2.26], [1.48, -6.02, -2.36], [0.93, -4.10, -0.46], [0.18, 0.32, 3.76], [1.70, -0.09, 1.34], [-0.60, 0.35, -0.15], [-1.28, 0.16, 1.71], [1.10, -0.43, -0.28], [1.94, -2.62, -0.47], [0.87, -1.56, 1.08], [0.23, 0.18, -4.46], [-0.60, -1.07, 3.99], [-0.58, 1.13, 1.68], [-3.46, -3.28, -0.91], [2.31, -1.89, 0.04], [0.04, -0.23, 0.12]],
  "lowdin_charge": [1.1037, 0.0957, 0.1493, 0.0023, 0.1014, -0.0940, -0.1414, -0.1326, -0.1127, -0.0133, -0.4269, -0.0016, -0.3126, -0.6476, -0.9537, -0.0769, -0.1497, 0.0303, 0.0779, 0.2148, 0.0937, 0.1148, 0.1546, 0.1227, 0.1873, 0.1052, 0.0424, 0.1964, 0.0989, 0.0660, 0.0535, 0.0520]
}

***

(2)
{
  "formula": "C13H15AuN2O5STe4",
  "method": "wB97M-V/def2-TZVPD",
  "charge": 0,
  "de_lowest_kj_mol": 3.6,
  "e_lumo_ev": -1.22,
  "homo_ha": -0.2711,
  "elements": ["Au", "Te", "Te", "Te", "Te", "S", "O", "O", "O", "O", "O", "N", "N", "C", "C", "C", "C", "C", "C", "C", "C", "C", "C", "C", "C", "C", "H", "H", "H", "H", "H", "H", "H", "H", "H", "H", "H", "H", "H", "H", "H"],
  "positions_angstrom": [[0.181, -1.948, -1.210], [0.309, 2.123, 2.988], [0.319, -0.311, 3.870], [-1.829, -1.671, 2.886], [0.579, -2.352, 1.869], [0.006, -4.760, -0.430], [4.124, 2.956, 1.398], [1.116, -4.150, -1.170], [-1.278, -4.213, -0.836], [0.245, -4.673, 1.031], [-3.062, 3.865, 0.974], [1.441, 0.067, -1.468], [-1.257, -0.242, -1.255], [3.478, 1.194, -0.961], [-2.874, 1.668, -0.077], [-3.700, 2.629, 0.741], [2.768, 2.280, -0.468], [-3.411, 0.474, -0.533], [2.772, 0.121, -1.472], [0.747, 1.100, -0.992], [3.465, 3.419, 0.233], [-0.027, -6.489, -0.787], [-0.736, 0.932, -0.876], [-2.566, -0.452, -1.115], [1.386, 2.241, -0.529], [-1.530, 1.912, -0.303], [-4.459, 0.237, -0.400], [-4.652, 2.826, 0.244], [-3.928, 2.127, 1.688], [-1.117, 2.855, 0.011], [-0.660, -6.959, -0.039], [4.228, 3.866, -0.405], [3.283, -0.743, -1.879], [0.820, 3.075, -0.144], [2.734, 4.198, 0.470], [-2.932, -1.413, -1.454], [4.559, 1.168, -0.920], [3.451, 2.756, 2.063], [-0.447, -6.619, -1.781], [0.985, -6.881, -0.739], [-2.533, 3.787, 1.778]],
  "forces_ev_per_angstrom": [[0.32, -0.31, -0.13], [0.01, 0.60, -0.12], [0.14, -0.36, -0.06], [-0.27, -0.14, -0.08], [0.27, -0.01, 0.53], [-0.67, -0.11, 0.41], [0.03, 0.12, 0.01], [0.22, 0.38, -0.43], [-0.10, -0.24, 0.12], [-0.12, 0.02, -0.28], [0.00, -0.01, 0.12], [0.04, 0.07, 0.05], [0.09, 0.11, 0.09], [0.00, -0.05, -0.04], [0.07, 0.04, 0.02], [0.01, -0.02, 0.05], [-0.05, 0.06, 0.01], [0.02, -0.07, 0.01], [0.00, 0.06, -0.01], [-0.02, -0.03, -0.05], [-0.04, -0.01, 0.00], [0.15, 0.04, -0.07], [-0.06, -0.07, -0.05], [-0.04, -0.01, 0.01], [0.00, 0.00, 0.04], [-0.03, 0.04, -0.05], [0.00, 0.00, 0.00], [0.03, 0.05, -0.04], [-0.06, 0.00, -0.02], [-0.01, 0.00, 0.03], [-0.01, 0.00, -0.01], [0.04, -0.06, 0.01], [-0.01, -0.01, 0.01], [0.01, 0.01, 0.00], [0.02, 0.03, 0.00], [0.01, -0.01, 0.02], [0.00, 0.02, 0.00], [-0.03, -0.09, -0.02], [0.04, 0.01, -0.02], [0.00, -0.01, 0.04], [0.00, 0.00, -0.09]],
  "lowdin_charge": [0.6295, -0.0039, -0.0163, 0.1507, 0.4848, 0.3188, -0.0575, -0.4211, -0.3882, -0.6117, -0.0615, 0.0283, 0.0026, 0.0076, -0.1731, -0.2029, -0.1819, -0.0144, -0.1073, -0.2134, -0.2117, -0.1338, -0.1971, -0.1159, -0.0111, 0.0096, 0.1226, 0.1315, 0.1355, 0.0867, 0.0696, 0.1278, 0.1152, 0.0883, 0.1196, 0.1172, 0.1244, 0.0454, 0.0698, 0.0695, 0.0679]
}

***

(3)
{
  "formula": "C13H15BIrN8S",
  "method": "wB97M-V/def2-TZVPD",
  "multiplicity": 2,
  "charge": 2,
  "de_lowest_kj_mol": 0.0,
  "e_lumo_ev": [-7.58, -8.59],
  "homo_ha": [-0.5451, -0.5455],
  "elements": ["Ir", "S", "N", "N", "N", "N", "N", "N", "N", "N", "C", "C", "C", "C", "C", "C", "C", "C", "C", "C", "C", "C", "C", "B", "H", "H", "H", "H", "H", "H", "H", "H", "H", "H", "H", "H", "H", "H", "H"],
  "positions_angstrom": [[-0.207, -0.776, -0.522], [-2.494, -0.572, -1.059], [-4.732, -1.514, -0.125], [1.922, -0.877, -0.235], [-0.518, -0.134, 1.312], [-2.874, -2.643, 0.613], [-0.248, -4.755, -2.236], [-1.025, -6.587, -3.680], [-0.182, -2.556, -1.272], [0.266, 1.233, -0.754], [1.572, 1.526, -0.493], [2.456, 0.482, -0.156], [-0.586, 2.193, -1.051], [2.034, 2.854, -0.527], [-0.233, -3.643, -1.797], [-0.191, 3.537, -1.144], [-0.677, 0.219, 2.392], [1.110, 3.865, -0.880], [3.748, 0.760, 0.184], [-0.664, -5.714, -3.022], [-3.418, -1.671, -0.104], [3.385, 3.113, -0.192], [4.217, 2.091, 0.171], [-1.003, 0.689, 3.810], [-3.446, -3.305, 1.118], [4.426, -0.043, 0.445], [-0.167, 1.344, 4.438], [-1.627, 0.015, 4.537], [-1.614, 1.904, -1.221], [-0.881, 1.933, 3.946], [-1.892, -2.842, 0.510], [3.745, 4.133, -0.223], [-5.358, -2.182, 0.299], [1.444, 4.893, -0.931], [2.216, -1.456, 0.549], [-5.143, -0.762, -0.654], [-0.924, 4.283, -1.412], [5.245, 2.292, 0.434], [2.315, -1.324, -1.064]],
  "forces_ev_per_angstrom": [[0.18, -0.41, 0.15], [0.12, 0.13, 0.00], [-0.06, -0.05, 0.04], [-0.16, 0.18, -0.31], [0.16, 0.02, -0.26], [-0.02, -0.05, 0.04], [0.65, -0.02, 0.03], [0.03, -0.03, -0.05], [0.19, 0.30, -0.05], [-0.53, -0.53, 0.07], [0.24, 0.07, 0.10], [0.06, 0.02, 0.10], [0.04, 0.24, -0.12], [0.03, 0.03, 0.00], [-0.54, 0.09, 0.09], [0.06, -0.09, 0.02], [0.00, 0.33, 0.10], [-0.04, -0.03, -0.01], [0.02, -0.08, -0.05], [-0.32, 0.01, -0.01], [0.13, 0.03, -0.14], [0.05, -0.05, 0.01], [-0.07, 0.08, -0.03], [-0.51, -0.98, -0.19], [0.03, -0.01, 0.01], [0.01, 0.00, 0.00], [0.59, 0.51, 0.13], [-0.19, 0.09, 0.06], [0.00, 0.01, 0.00], [-0.01, 0.18, 0.15], [-0.04, -0.01, -0.01], [0.00, 0.01, 0.00], [0.00, 0.01, 0.00], [0.00, 0.01, 0.00], [-0.06, 0.12, 0.11], [0.01, -0.01, 0.00], [-0.01, 0.01, -0.01], [0.00, -0.01, 0.00], [-0.06, -0.11, 0.02]],
  "lowdin_charge": [1.1587, 0.6860, 0.1397, -0.0117, -0.0257, 0.1424, 0.1749, 0.1916, -0.1574, -0.0934, -0.1668, -0.2163, -0.0924, -0.1241, -0.2759, 0.0033, -0.0476, 0.0477, 0.0205, -0.2832, -0.8099, 0.0166, -0.0190, -0.0775, 0.1383, 0.1348, 0.1462, 0.0631, 0.0727, 0.1584, 0.0654, 0.1349, 0.1396, 0.1405, 0.1266, 0.1200, 0.1283, 0.1279, 0.1228]
}